[1]
C4H5NO6S | ωB97M-V with the def2-TZVPD basis set

XYZ file:
```
17
Properties=species:S:1:pos:R:3:forces:R:3:mulliken_charge:R:1
C -0.0606 -0.5056 1.5872 -0.0568 1.6843 1.4756 0.4612
C 0.0565 1.0525 -0.9857 2.0762 -0.3252 1.7586 0.3960
C 0.6463 0.8167 1.3922 0.1408 -2.0663 1.9678 -0.2659
C 1.1996 0.9918 0.0394 0.4806 -1.8596 -1.7849 -0.6581
N -0.9096 0.1255 -0.7184 -1.3357 -3.3592 0.7140 0.1708
O 0.4150 -1.5659 0.7948 -0.1159 0.0052 -0.8057 -0.2449
O -0.8766 -0.6866 2.4097 -0.6228 -0.6541 0.5280 -0.4721
O -0.0144 1.8654 -1.8172 -0.5142 2.1408 -2.4691 -0.5123
O 0.4480 -1.7417 -1.6564 0.8945 -0.3408 -0.0960 -0.5337
O -1.5638 -2.3667 -0.4537 0.0233 0.4429 0.5918 -0.5279
O -2.0381 0.0334 -1.5024 -0.9675 1.4891 0.3245 -0.4397
S -0.4106 -1.5493 -0.5462 -0.3669 -0.3614 -1.4525 1.0016
H -0.0451 1.5442 1.8450 0.5538 0.1026 -0.5582 0.3024
H 1.4945 0.6217 2.0736 -0.1213 0.6685 0.1123 0.3070
H 1.8703 0.0426 -0.2731 -1.1738 2.4286 0.7987 0.2904
H 1.7343 1.9223 0.0282 0.4856 0.2153 -0.6152 0.3659
H -1.9458 -0.6001 -2.2172 0.6201 -0.2108 -0.4896 0.3593
```
Positions in Å, forces in eV/Å.

- frontier orbital gap (eV) = 11.051
- energy relative to the best compared isomer or geometry (same formula, charge and spin) (kcal per mole) = 1.6
- highest occupied orbital energy (eV) = -10.773
- total charge = 0

[2]
C8H20N2O3 | ωB97M-V with the def2-TZVPD basis set

XYZ file:
```
33
Properties=species:S:1:pos:R:3:forces:R:3:lowdin_spin:R:1
C -2.7819 -0.8727 1.9841 0.2096 1.1739 0.1648 0.0014
C 1.1345 2.7427 -1.9522 -0.5849 0.2034 2.2366 0.0048
C 2.0386 -0.6884 2.8958 -3.0833 -0.4192 -2.3481 0.0017
C -1.1440 -1.7571 -1.8685 -0.8324 0.5327 2.7398 0.0631
C -2.1393 0.4611 1.5370 0.0556 -2.2236 -1.8224 0.0161
C 0.1160 1.6279 -1.7009 -1.5719 1.7212 0.4245 0.0586
C 2.0386 -0.4252 1.3287 -0.6447 1.5013 1.2987 0.0371
C 0.1231 0.9861 0.6644 -3.4148 0.7952 0.5872 0.5096
N 1.1027 -1.4405 -2.5025 -0.1341 -0.1762 0.0341 0.2659
N 0.2036 -1.4411 -1.4693 1.4997 -0.0409 -1.4313 0.6082
O -0.7439 0.1377 1.3126 0.0290 -0.7838 -0.4726 0.1201
O -0.4496 1.7786 -0.2852 1.9527 -0.9338 -1.2973 0.0921
O 1.3979 0.9164 0.9358 2.5431 -0.9391 0.9300 0.1393
H -3.8170 -1.0297 1.6429 0.4375 0.2567 0.0979 0.0000
H -2.1291 -1.6203 1.5709 0.0473 -0.5703 -0.1677 0.0006
H -2.7320 -0.9288 3.0526 -0.1326 -0.3764 0.6784 0.0003
H 0.5535 3.6864 -1.6415 1.5712 -1.1339 0.3030 0.0009
H 2.1628 2.5265 -1.5105 -1.5172 0.7553 -0.2005 0.0004
H 1.2340 2.9228 -2.9729 0.4154 -0.1472 -2.0396 0.0012
H 2.8229 -1.3584 3.1685 0.5586 -0.4544 0.1100 0.0002
H 2.1930 0.2843 3.3057 -0.0794 0.5158 0.8367 0.0005
H 0.9981 -1.1620 3.1520 2.0142 1.1501 -0.0823 0.0001
H -1.6025 -1.7636 -0.8135 0.0836 -0.5053 -1.5708 -0.0002
H -1.7107 -0.8731 -2.3074 0.8434 -1.2866 -0.4178 0.0238
H -1.2083 -2.7868 -2.2928 -0.3695 0.9623 -0.2950 0.0133
H -2.1293 1.2803 2.1500 -0.3542 1.7896 2.2916 0.0049
H -2.7482 0.7789 0.6949 0.7964 0.1260 -0.9323 0.0010
H 0.4396 0.6031 -1.8875 -0.2178 0.5525 0.1521 0.0059
H -0.7965 1.9572 -2.2856 0.9331 -0.9764 0.2997 0.0046
H 1.4697 -1.1112 0.7672 -0.3098 -1.2138 -0.5690 0.0014
H 3.0667 -0.3393 1.0206 0.2212 0.1498 -0.4863 0.0027
H 2.0704 -1.2342 -2.2578 -0.6442 -0.2206 0.0686 0.0073
H 0.9666 -1.8574 -3.4357 -0.3206 0.2158 0.8791 0.0131
```
Positions in Å, forces in eV/Å.

- ⟨S²⟩ = 2.008
- frontier orbital gap (spin up / spin down) (eV) = 5.411 / 10.419
- energy relative to the best compared isomer or geometry (same formula, charge and spin) (kcal per mole) = 0.0
- highest occupied orbital energy (spin up / spin down) (eV) = -4.564 / -9.754
- spin multiplicity = 3
- total charge = 0

[3]
C14H44O20S3 | ωB97M-V with the def2-TZVPD basis set

XYZ file:
```
81
Properties=species:S:1:pos:R:3:forces:R:3:mulliken_charge:R:1
C 4.5417 -2.3496 0.1770 -1.5556 0.3212 -0.0701 -0.6638
O 3.4492 -1.4071 -0.0200 0.1561 -1.5297 -0.3687 -0.3177
H 5.1342 -2.4654 -0.7139 0.0791 -0.3400 -0.6745 0.2597
H 5.1754 -1.8716 0.8690 0.7627 0.3050 1.1187 0.2775
H 4.1962 -3.3324 0.5693 0.2315 0.6297 -0.2626 0.2297
H 2.7543 -1.9229 -0.4797 0.1957 0.6148 0.3642 0.1811
C 3.4237 -0.8782 -3.0354 -0.1635 0.1558 -0.4582 -0.6379
O 2.4455 -1.9416 -3.0611 0.5882 0.2978 -0.1931 -0.3699
H 3.0376 -0.0594 -2.4788 -0.9393 0.4956 0.5630 0.1478
H 4.2674 -1.1631 -2.4447 0.8549 -0.3986 -0.1236 0.3133
H 3.6673 -0.4295 -4.0185 0.0219 -0.8482 0.2113 0.3639
H 2.8620 -2.7177 -3.4604 -0.0892 0.2089 0.0496 0.2174
C 0.2472 -3.8334 -1.0918 -2.0135 -0.6561 0.6626 -0.3556
O 0.9313 -3.5428 0.0953 -0.7105 2.2986 0.5809 -0.3699
H 0.8765 -3.8366 -1.9736 -0.0924 0.1287 -0.1750 0.2200
H -0.3076 -4.7695 -0.9340 0.5224 -0.3959 -0.5501 0.3665
H -0.6289 -3.1520 -1.1020 0.9910 0.2358 -0.4918 -0.1031
H 1.6107 -4.1267 0.3329 1.2573 -1.5518 0.0888 0.1834
C -3.6737 -2.6013 -0.7400 -0.2955 -0.3221 -0.6052 -0.7491
O -2.5216 -2.1760 -0.0486 -0.3228 -0.1785 0.7247 0.0320
H -3.8742 -3.6873 -0.7140 0.3208 0.1501 0.3774 0.2532
H -4.5886 -2.1145 -0.3668 0.3102 0.0634 -0.3069 0.2685
H -3.4743 -2.3867 -1.7919 -0.4038 0.2443 -0.0383 0.2980
H -2.8091 -2.0278 0.8731 0.3806 -0.1614 -0.3632 -0.0312
C 0.1275 -0.8381 -5.7245 0.5466 -2.2243 0.9606 -0.7224
O 0.6722 -0.4045 -4.4852 -0.1581 0.8064 -0.3988 -0.4065
H -0.4278 -1.8006 -5.5631 0.3660 0.6232 -0.2768 0.2707
H -0.5828 -0.1440 -6.0901 -0.5064 0.9732 -0.1870 0.2496
H 0.8980 -1.0279 -6.4840 -0.0829 0.1681 0.0714 0.2596
H 1.2496 -1.0597 -4.0628 -0.2646 -0.3008 -0.4094 0.2362
C 2.2191 2.5796 -3.4775 -1.5310 3.1068 -1.1421 -0.6402
O 1.9811 2.5787 -2.0778 -0.1777 -0.9307 -0.5352 -0.4765
H 1.2615 2.6997 -4.0105 -0.0986 -0.2646 0.6348 0.2487
H 2.6751 3.5737 -3.7069 0.4646 -1.0246 -0.1654 0.3563
H 2.6352 1.7444 -3.9891 0.9289 -0.8450 0.3946 0.2496
H 2.8306 2.4803 -1.6679 0.5708 -0.1054 0.6537 0.2349
C -0.2529 -0.0192 -1.3715 -0.1772 0.4486 0.2310 0.4633
O -0.5145 1.3596 -1.5368 -0.0992 1.1401 -0.2429 -0.4927
H -1.2168 -0.5221 -1.2090 0.4455 -0.0678 -0.2667 -0.2039
H 0.2775 -0.3556 -2.2591 -0.1192 -0.5866 0.2159 -0.0481
H 0.3319 -0.1080 -0.4603 0.3410 -0.6551 0.1672 0.2690
H 0.3317 1.7968 -1.7601 -0.4682 -0.3500 0.1482 0.1336
C -1.2177 -4.1607 2.9465 1.0714 -0.2467 1.2162 -0.8008
O -0.8320 -2.8509 2.5693 0.4852 -0.2192 -0.4495 -0.2083
H -1.7269 -4.6386 2.1286 -0.5329 -0.4344 -0.0712 0.2685
H -0.3479 -4.7703 3.2700 -0.0049 0.1367 -0.6789 0.2992
H -1.7552 -4.1550 3.8978 -0.6869 0.4231 -0.4976 0.2814
H -0.2704 -3.0015 1.7787 -0.3112 0.5022 0.3363 0.1411
C -2.7314 1.2016 0.9683 0.5234 0.4542 -0.5578 0.5637
C -4.2350 1.3099 1.0920 0.0613 1.1014 0.7115 -0.3984
O -4.4887 0.9547 2.4975 0.6336 0.0371 -0.7002 -0.4042
S -3.5309 -0.2809 2.7622 -1.5787 -1.6869 -2.4024 1.1779
O -4.2087 -1.4034 2.1064 1.2410 0.9906 1.2620 -0.7066
O -3.1225 -0.3342 4.0989 0.3047 -0.0706 0.9988 -0.6169
O -2.3064 0.1237 1.8053 -1.1600 -0.2775 1.0268 -0.1967
H -2.1598 2.0669 1.2968 -0.2197 0.2226 -0.1389 -0.0616
H -2.4994 0.9025 -0.0376 0.4023 0.2416 -0.4648 -0.1785
H -4.6651 0.6340 0.3657 -0.6652 -0.3611 0.3479 0.2753
H -4.6237 2.3329 0.9710 0.2579 -0.4915 -0.0166 0.3844
C 0.1864 0.2790 3.2618 1.0491 0.8482 1.5919 0.0198
C 0.5105 0.1380 4.7659 -2.3485 -0.6179 0.1846 -0.4725
O 0.9078 1.4052 5.2783 -0.2273 1.1958 -1.7051 -0.3997
S 0.4992 2.5549 4.1270 1.1420 -0.3208 0.6468 1.3647
O 1.7907 2.8452 3.4717 -2.9964 0.0619 1.1851 -0.6047
O -0.4098 3.4935 4.7451 1.8306 -0.9197 -1.1657 -0.5730
O -0.3910 1.5983 3.1606 0.6579 0.7287 0.9315 -0.1277
H -0.5138 -0.4191 2.8945 -0.4457 -0.7433 -0.2373 -0.1779
H 1.1086 0.3072 2.7310 0.7019 -0.2926 -0.8438 0.3967
H 1.1783 -0.6696 5.0065 0.8092 0.0802 -0.0996 0.3614
H -0.4275 -0.0921 5.2977 0.1336 -0.1179 -0.2639 0.3174
C 0.0942 4.4117 -0.5150 0.0748 -0.0184 -0.6568 -0.1491
C 0.4489 3.6648 0.6930 0.9152 -0.6935 2.9115 -0.0988
O -0.2854 4.2731 1.8074 -0.4583 0.9873 -1.1936 -0.1493
S -0.7029 5.7867 1.3848 -0.0256 -1.7058 -1.0078 1.0792
O 0.0556 6.7072 2.1411 -0.2471 0.4123 -0.0060 -0.5513
O -2.1260 5.7592 1.3100 0.2453 0.7196 0.1795 -0.5672
O -0.1143 5.7823 -0.1756 -0.1917 -0.3774 1.6623 -0.4202
H -0.7801 3.9212 -0.9011 -0.8510 0.3247 -0.4350 0.4055
H 0.8796 4.2604 -1.2274 0.3403 0.6218 -0.5184 0.1772
H 1.4639 3.6828 1.1326 -0.0468 -0.0014 -1.1386 0.4406
H 0.1104 2.6396 0.5874 0.0503 -0.1731 0.1435 -0.0856
```
Positions in Å, forces in eV/Å.

- frontier orbital gap (eV) = 9.824
- highest occupied orbital energy (eV) = -9.942
- total charge = 0

no.,molar mass (u)
1,195.15
2,192.26
3,628.69